Computed, not measured: the ion C3H8NOS with charge +1 at a distorted geometry, with wB97M-V/def2-TZVPD.

## Properties
Highest occupied orbital energy = -13.430 eV
Structure (SMILES) = [NH3+][C@H](C=O)CS
HOMO-LUMO gap = 0.3276 Eh
Net charge = +1
ΔE to the lowest compared entry with this formula, charge and spin = 87.4 kJ/mol

The geometry in XYZ format:
```
14
C3H8NOS (wB97M-V/def2-TZVPD)
H -0.8309 1.7224 -1.6628
O -2.2869 -1.3502 -0.3514
S 2.2950 -0.0762 0.4074
C -1.4049 -0.8636 0.3071
H 2.7369 1.1407 0.0960
H 0.3114 0.2876 1.6697
N -1.3162 1.1592 -0.9579
H 0.6055 1.7194 0.6378
H -1.8164 1.7854 -0.3271
H -1.1831 -1.3844 1.2549
C 0.5890 0.6326 0.6790
H -2.0255 0.5484 -1.4027
C -0.4141 0.1000 -0.3411
H 0.0164 -0.5297 -1.1250
```

These are the Löwdin partial charges, in e, on atoms 1 to 2: atom 1 (H): 0.1853, atom 2 (O): 0.1094